[1]
DFT (ωB97M-V/def2-TZVPD) results for a cluster of 3 separate species, C39H74ClF4I2N2O12P2S in total at a distorted geometry.

Last column: Mulliken charge in e.
Cartesian coordinates (Å):
C: -6.1713 -7.8522 -2.2300  -0.7535
C: -7.1966 -8.4877 -1.1160  -0.4632
C: -6.3927 -9.0903 0.1912  -0.6497
C: -5.3133 -8.0065 0.8386  -0.3479
C: -5.2172 -8.3471 2.4487  -0.7164
C: -6.5226 -7.6144 3.1609  -0.4487
C: -5.9136 -6.5149 4.2183  -0.8405
C: -5.3092 -5.2506 3.3436  -0.1908
C: -4.6967 -4.1366 4.4092  -0.5178
C: -3.1554 -3.7197 3.9715  -0.2918
C: -2.9853 -2.0722 4.1868  -0.7542
C: -1.4511 -1.6258 3.7006  -0.3783
C: -1.2687 -1.6336 2.0628  -0.6132
C: 0.0136 -0.7054 1.5407  0.4051
C: -0.3343 0.2179 0.2309  -0.9412
C: 0.9114 0.2964 -0.8771  -0.6100
C: 0.5340 -0.5280 -2.2590  -0.5773
C: 0.1095 0.5544 -3.4117  -0.3191
Cl: -1.4168 -0.1064 -4.2274  -0.1031
C: 1.3135 1.0297 -4.4224  0.5756
C: 0.7773 1.5222 -5.9212  -0.2482
O: 0.2586 0.7328 -6.8609  -0.4213
N: 0.9170 3.0048 -6.3327  -0.1078
C: 1.4976 2.9994 -7.7531  0.5746
O: 0.7500 3.2158 -8.8535  -0.4442
F: 2.9738 2.7567 -7.8628  -0.2129
C: 2.6427 0.0850 -4.4485  -0.3383
S: 2.9270 -0.9792 -5.9468  1.0885
O: 3.1150 -0.1767 -7.2947  -0.5274
O: 4.3523 -1.6354 -5.7369  -0.6032
C: 1.7632 -2.4285 -6.1638  0.6055
F: 2.2551 -3.5409 -5.2711  -0.2247
F: 1.9205 -2.9725 -7.5646  -0.2082
F: 0.3269 -2.1283 -6.0052  -0.1659
C: 2.8181 -0.8786 -3.0924  -1.2936
N: 1.5433 -1.5667 -2.6726  1.1008
C: 1.8162 -2.6354 -1.5956  -0.6713
I: 3.6305 -2.5954 -0.2972  0.1523
C: 0.9028 -3.8103 -1.3500  0.1481
C: 1.3231 -4.9498 -0.2007  -1.0777
I: -0.9562 -4.1351 -2.4570  0.0948
H: -5.0963 -8.3074 -2.0029  0.1870
H: -6.1445 -6.6669 -2.1096  0.1762
H: -6.5530 -8.1647 -3.3027  0.2987
H: -7.8110 -9.3919 -1.5708  0.3293
H: -7.9617 -7.6623 -0.7272  0.2320
H: -7.1796 -9.3517 1.0466  0.2768
H: -5.7576 -10.0634 -0.0616  0.2586
H: -5.6817 -6.8899 0.6610  0.1874
H: -4.2513 -8.0674 0.3083  0.3204
H: -4.2149 -7.8728 2.8829  0.3193
H: -5.2714 -9.5101 2.5748  0.3627
H: -7.2119 -7.1008 2.3435  0.2621
H: -7.1903 -8.4121 3.7266  0.2985
H: -5.0939 -7.0832 4.8561  0.3020
H: -6.8068 -6.1046 4.8648  0.3349
H: -4.4632 -5.5985 2.6067  0.0702
H: -6.1731 -4.7103 2.7344  0.1530
H: -4.6953 -4.6339 5.4837  0.3091
H: -5.3766 -3.1603 4.4213  0.3187
H: -3.0582 -3.9168 2.8027  0.1097
H: -2.3845 -4.3431 4.6016  0.1779
H: -3.1855 -1.8312 5.3191  0.2947
H: -3.8330 -1.5456 3.5719  0.3308
H: -1.2537 -0.5847 4.2057  0.2465
H: -0.7256 -2.4019 4.2283  0.2468
H: -1.1550 -2.7666 1.7414  0.0132
H: -2.3058 -1.2616 1.6167  0.2909
H: 0.9358 -1.4145 1.4029  0.1002
H: 0.2257 0.0484 2.4369  -0.0157
H: -1.3313 -0.1921 -0.2270  0.4117
H: -0.5921 1.3082 0.6423  0.2986
H: 1.8916 -0.0658 -0.3508  0.2457
H: 1.0605 1.4641 -1.0734  0.3309
H: -0.4637 -1.1290 -1.9942  0.4543
H: -0.2598 1.5193 -2.8110  0.5038
H: 1.6932 2.0596 -3.9403  0.1563
H: -0.0952 3.3186 -6.4211  0.3663
H: 3.5927 0.8084 -4.3894  0.4835
H: 3.6294 -1.7232 -3.2399  0.5965
H: 3.2757 -0.1483 -2.2732  0.4115
H: 1.1050 -2.1108 -3.4748  0.2416
H: 0.5624 -5.8364 -0.3011  0.3511
H: 2.3958 -5.3969 -0.4655  0.3767
H: 1.3267 -4.4630 0.8881  0.3064
O: 1.3188 5.4094 -2.2788  -0.6993
P: 1.2409 6.4031 -3.4636  1.3434
O: 2.3557 7.4369 -2.8118  -0.3305
C: 3.7139 7.0324 -2.8066  -0.2998
C: 4.3002 7.0613 -4.2043  -0.9232
O: -0.1375 7.1199 -2.8744  -0.4506
C: -1.2018 6.2897 -2.4226  -0.1650
C: -1.2780 6.3536 -0.9066  -1.1269
O: 1.1539 7.5134 -4.7874  -0.4861
C: 0.5705 8.8095 -4.7420  -0.1664
C: 1.4169 9.8447 -4.0264  -0.8889
H: 3.8117 6.0366 -2.3621  0.2315
H: 4.2589 7.7334 -2.1666  0.3180
H: 3.8037 6.3319 -4.8502  0.2578
H: 5.3692 6.8299 -4.1787  0.4135
H: 4.1647 8.0451 -4.6621  0.1638
H: -1.0769 5.2592 -2.7718  0.1145
H: -2.1313 6.6694 -2.8560  0.3677
H: -0.3164 6.1167 -0.4407  0.2293
H: -2.0334 5.6590 -0.5257  0.3846
H: -1.5427 7.3660 -0.5834  0.3296
H: -0.4515 8.7862 -4.3532  0.2288
H: 0.4745 9.1241 -5.7874  0.3317
H: 1.4014 9.6895 -2.9443  0.2388
H: 1.0352 10.8511 -4.2198  0.4221
H: 2.4595 9.7965 -4.3572  0.1622
O: 2.3343 2.1345 3.8960  -0.6896
P: 3.7145 1.9487 4.5726  1.0757
O: 3.1365 2.2706 6.0887  -0.2309
C: 2.3260 1.2899 6.7131  -0.2700
C: 3.1464 0.0856 7.1315  -0.9697
O: 4.2091 3.4815 4.1642  -0.3464
C: 3.9979 3.9375 2.8325  -0.3060
C: 2.8885 4.9754 2.8285  -1.0703
O: 5.2566 1.7410 5.3286  -0.4412
C: 6.0510 2.7810 5.8849  -0.1422
C: 5.5493 3.2966 7.2200  -0.8983
H: 1.5081 0.9939 6.0481  0.2057
H: 1.8792 1.7536 7.5981  0.3024
H: 3.5629 -0.4242 6.2584  0.3015
H: 2.5293 -0.6270 7.6868  0.4098
H: 3.9869 0.3883 7.7620  0.1787
H: 3.7661 3.1046 2.1600  0.2596
H: 4.9292 4.3899 2.4806  0.3501
H: 1.9785 4.6001 3.3071  0.2691
H: 2.6466 5.2819 1.8058  0.3038
H: 3.1976 5.8617 3.3927  0.3243
H: 6.2160 3.5961 5.1746  0.2198
H: 7.0395 2.3377 6.0504  0.3286
H: 4.6529 3.9102 7.0960  0.2407
H: 6.3097 3.9188 7.7002  0.4162
H: 5.2989 2.4692 7.8918  0.1671

Cartesian forces (eV/Å) of the 3 atoms listed first:
-0.3 -0.3 0.6
0.0 -0.5 0.6
0.3 0.6 0.2

Summary:
frontier orbital gap	7.2089	eV
LUMO	-4.2	eV
highest occupied orbital energy	-11.4	eV
charge	+1
multiplicity	1


[2]
DFT (ωB97M-V/def2-TZVPD) results for a cluster of 3 separate species, C39H75ClN2O11S2 in total at a distorted geometry.

Last column: Mulliken charge in e.
Cartesian coordinates (Å):
C: 9.8255 2.7885 0.6239  -0.8855
C: 9.8552 1.1437 0.4585  -0.2142
C: 9.1169 0.6146 -0.9102  -0.7777
C: 7.4518 0.7381 -0.8529  -0.4574
N: 6.9459 -0.6314 -0.4580  -0.1352
C: 5.6231 -0.5536 0.3105  -0.0655
S: 4.5349 0.6304 -0.7218  -0.1921
C: 5.7525 0.1496 1.7894  -0.3592
O: 5.4557 -0.7354 2.9263  -0.4013
S: 6.5551 -2.0336 2.7913  1.2870
O: 6.4604 -2.8190 4.1576  -0.7338
O: 8.0397 -1.6236 2.6450  -0.5442
C: 5.9206 -3.0919 1.3323  -0.7603
C: 7.1192 -3.8914 0.5491  -0.2686
C: 7.8212 -4.8882 1.6944  -0.6179
O: 9.1383 -4.4146 2.1470  -0.2646
C: 9.3993 -5.2356 3.3757  0.2493
O: 10.2302 -6.3073 3.2895  -0.5006
C: 5.0221 -2.0959 0.3459  0.4022
Cl: 5.0380 -2.6694 -1.4517  -0.1468
C: 3.4209 -2.1590 0.7951  -0.5917
C: 2.7729 -3.6884 0.6023  -0.4459
C: 1.5202 -3.7366 -0.4537  -0.2557
C: 0.4333 -4.8368 0.1813  -0.7893
C: -1.0532 -4.5690 -0.4559  0.3557
C: -2.0661 -4.1822 0.7839  -0.7426
C: -3.5171 -3.8065 0.1146  -0.0110
C: -4.5963 -3.1355 1.1702  -0.1878
C: -5.9655 -2.8321 0.2905  -0.0790
C: -7.2687 -2.4165 1.1973  -0.7472
C: -6.9373 -2.1357 2.7782  -0.4061
C: -6.1565 -0.7168 3.0485  -0.7169
N: -6.5750 0.4161 2.1138  0.4444
C: -7.5829 1.4582 2.5521  -0.2646
C: -7.8872 2.6159 1.4067  -0.5566
C: -6.9225 2.0894 0.1855  -0.3363
C: -6.1179 0.7486 0.6964  -0.3854
H: 9.8562 3.3069 -0.4340  0.2231
H: 10.8341 3.0721 1.1931  0.3158
H: 8.9423 3.1463 1.3090  0.2403
H: 9.4514 0.5634 1.3925  0.0805
H: 11.0089 0.8493 0.3703  0.3469
H: 9.4714 -0.4683 -1.2370  0.2941
H: 9.4573 1.3396 -1.7948  0.3619
H: 7.1276 1.0611 -1.9468  0.2832
H: 7.2299 1.5931 -0.0856  0.2475
H: 7.7059 -1.0501 0.1215  0.1047
H: 3.5576 1.1252 0.1902  0.1718
H: 6.8345 0.5865 1.8920  0.2525
H: 5.0100 1.0778 1.8915  0.3166
H: 5.2519 -3.9307 1.8545  0.5635
H: 6.7347 -4.6285 -0.2923  0.3975
H: 7.9628 -3.2143 0.1028  0.1366
H: 7.0949 -4.9319 2.6349  0.3542
H: 7.9338 -5.9959 1.3225  0.3916
H: 8.8255 -4.9462 4.3558  0.3428
H: 3.2549 -1.7764 1.9132  0.2397
H: 2.7317 -1.4592 0.1305  0.3036
H: 2.4239 -4.0513 1.6805  0.2551
H: 3.6056 -4.4504 0.2522  0.2206
H: 1.8933 -4.2378 -1.4693  0.1861
H: 0.9968 -2.7097 -0.6564  0.1525
H: 0.7769 -5.9553 0.0010  0.2112
H: 0.3531 -4.6651 1.3371  0.3386
H: -0.9664 -3.6203 -1.1442  -0.4090
H: -1.3669 -5.5243 -1.0567  0.3669
H: -2.1094 -5.1081 1.5175  0.2554
H: -1.6584 -3.2774 1.4442  0.2558
H: -3.9516 -4.7857 -0.3875  0.3389
H: -3.3309 -3.0007 -0.7283  -0.3208
H: -4.7679 -3.9492 2.0248  0.1858
H: -4.0907 -2.1756 1.6123  0.0338
H: -6.2784 -3.8166 -0.3048  0.3511
H: -5.7479 -1.9869 -0.5223  -0.1576
H: -8.0621 -3.2871 1.1571  0.3551
H: -7.7797 -1.4924 0.6537  0.2522
H: -7.9882 -2.0462 3.3297  0.3556
H: -6.3867 -3.0449 3.3166  0.2805
H: -6.4807 -0.3632 4.1368  0.3049
H: -4.9846 -0.8036 3.0627  0.2199
H: -8.1395 1.4957 3.5924  0.2761
H: -8.5923 3.5548 1.4471  0.3041
H: -6.8672 2.6311 -0.8538  0.3153
H: -5.3389 0.1083 0.0770  0.2353
C: -1.3891 8.0387 0.2118  -0.8156
O: -2.0605 7.2482 1.1859  -0.2665
C: -2.6540 7.9995 2.2379  -0.4937
C: -4.1037 7.5698 2.5035  -0.2179
O: -5.0420 7.8004 1.4436  -0.4779
C: -4.8516 7.0706 0.2252  -0.3543
C: -5.0203 5.5448 0.3121  -0.2625
O: -4.0054 4.9478 1.1189  -0.3477
C: -4.5076 4.0693 2.1136  -0.7099
H: -0.3312 8.1056 0.4650  0.2735
H: -1.4869 7.5283 -0.7524  0.2360
H: -1.8259 9.0337 0.1093  0.3887
H: -2.6271 9.0792 2.0321  0.3423
H: -2.0629 7.8117 3.1394  0.3693
H: -4.4697 8.1618 3.3522  0.4354
H: -4.1535 6.5346 2.8343  -0.0099
H: -3.9049 7.3398 -0.2363  0.0917
H: -5.6311 7.4377 -0.4583  0.4272
H: -4.9163 5.1244 -0.6901  0.3359
H: -6.0217 5.3058 0.6794  0.1957
H: -5.4831 4.3860 2.4957  0.4392
H: -3.8062 4.0726 2.9499  0.3297
H: -4.5680 3.0539 1.7110  0.0834
C: -4.0258 -0.8686 -7.0778  -0.8072
O: -3.0572 -0.1239 -6.3485  -0.2952
C: -3.5785 1.0263 -5.6935  -0.5003
C: -3.1222 1.1102 -4.2302  -0.2726
O: -3.5832 0.0696 -3.3573  -0.4074
C: -3.1233 -1.2619 -3.6199  -0.1376
C: -1.6158 -1.5085 -3.4449  -0.2954
O: -0.8489 -0.7877 -4.4090  -0.3309
C: 0.2123 -0.0315 -3.8473  -0.8543
H: -4.0236 -0.5455 -8.1186  0.2750
H: -3.7309 -1.9227 -7.0376  0.2345
H: -5.0259 -0.7845 -6.6488  0.3854
H: -4.6769 1.0545 -5.7337  0.3234
H: -3.1974 1.9010 -6.2292  0.3938
H: -3.5275 2.0416 -3.8144  0.4496
H: -2.0414 1.2119 -4.1596  0.0212
H: -3.4708 -1.6003 -4.5927  0.0162
H: -3.6365 -1.8972 -2.8831  0.2193
H: -1.4142 -2.5689 -3.6084  0.4029
H: -1.3185 -1.2590 -2.4230  0.2141
H: -0.0302 0.3511 -2.8509  0.3711
H: 0.3943 0.8263 -4.4971  0.2776
H: 1.1194 -0.6419 -3.8102  0.2951

Cartesian forces (eV/Å) of the 3 atoms listed first:
0.8 -0.6 0.6
0.9 -0.3 -0.7
0.0 1.0 -0.6

Summary:
frontier orbital gap	7.8595	eV
LUMO	0.1	eV
highest occupied orbital energy	-7.8	eV
charge	0
SMILES string	CCCCN[C@]1(S)COS(=O)(=O)[C@H](CCOC=O)[C@@]1(Cl)CCCCCCCCCCCCn1cccc1.COCCOCCOC.COCCOCCOC
multiplicity	1